This record from the OMol25 dataset describes a molecular structure, C29H38BrMgNO2Si. The level of theory is ωB97M-V with the def2-TZVPD basis set.

Kohn-Sham gap	7.83	eV
HOMO	-7.42	eV
DFT total energy	-4396.84995	hartree

Geometry as ORCA input:
```
! wB97M-V def2-TZVPD RIJCOSX def2/J DEFGRID3
* xyz 0 1
C 3.816 -0.674 4.545
H -2.518 -5.634 0.034
C 2.698 -1.535 2.637
H -0.109 5.632 -3.364
H 3.881 -0.554 5.631
C -0.240 6.091 -0.682
O 0.383 -0.215 -0.566
C 1.753 1.707 -4.017
H 5.623 0.364 4.145
H 0.802 5.910 -0.959
H -0.951 2.060 -4.642
H -0.235 3.339 -3.266
C 0.958 -0.523 -3.278
H -1.724 4.995 -3.611
C -0.590 1.031 -4.504
H -2.366 -1.417 -0.731
H -1.124 3.786 0.853
H 2.098 1.284 -4.978
H -3.806 -2.479 3.041
H -3.885 -4.671 -0.517
C -0.068 -3.838 2.107
H -1.412 0.398 -4.177
H -3.607 -4.248 3.135
C -2.640 5.403 -1.031
C -1.181 5.216 -1.513
H -0.284 5.882 0.394
C -1.126 5.637 -2.982
C 0.070 1.604 -2.137
Si -2.550 -3.224 1.015
C -2.976 -1.555 0.164
C 1.251 -3.448 2.420
Br -0.466 1.202 1.954
H -1.507 6.648 -3.106
H 2.611 1.683 -3.319
H 3.647 -1.265 0.715
C 2.181 -4.277 2.999
H -0.471 7.154 -0.796
C 0.063 1.032 -0.827
H 1.272 -0.977 -4.227
H -4.823 -3.515 2.078
C -0.750 3.740 -1.272
C -3.795 -3.398 2.461
Mg 0.116 -1.256 0.982
C 0.559 0.952 -3.467
H 0.190 -6.982 3.402
H -2.735 5.125 0.022
C 4.743 -0.341 2.335
H -2.266 -4.395 -1.207
H -0.250 0.665 -5.478
H 0.135 -1.090 -2.865
C -0.394 -5.154 2.512
H -1.388 -5.496 2.302
H 1.526 2.776 -4.191
C 0.517 -5.974 3.152
H -3.295 4.779 -1.620
C 4.812 -0.176 3.713
C -0.741 3.219 0.009
H 3.185 -3.880 3.154
C 2.710 -1.327 3.998
H 1.777 -0.639 -2.539
C -0.292 2.927 -2.294
C 1.812 -5.559 3.390
H 5.524 0.045 1.683
H -2.945 6.461 -1.105
H 2.543 -6.224 3.830
H 1.883 -1.719 4.573
C 3.694 -1.080 1.785
H -2.804 -0.713 0.841
C -2.810 -4.622 -0.296
O 1.575 -2.115 2.038
H -4.026 -1.524 -0.156
C -0.359 1.910 0.188
N -0.900 -2.942 1.480
*
```

This record from the OMol25 dataset describes 2 unconnected molecules or ions with the total composition C5H8Cl2. The level of theory is ωB97M-V with the def2-TZVPD basis set.

Kohn-Sham gap	9.21	eV
HOMO	-8.43	eV
DFT total energy	-1115.55608	hartree

Geometry as ORCA input:
```
! wB97M-V def2-TZVPD RIJCOSX def2/J DEFGRID3
* xyz 0 1
H -0.154 0.360 -2.256
H 0.631 0.529 1.919
C 0.610 1.107 1.004
C -0.069 -2.274 0.680
H 0.212 1.859 -1.509
Cl -2.021 0.473 0.739
H 0.436 2.244 1.172
C -0.399 0.595 0.000
H -0.707 -2.037 1.633
C 0.288 -1.545 -0.279
H 0.059 -3.359 0.617
H 0.907 -1.437 -1.150
H -1.555 1.348 -1.573
Cl 2.305 1.077 0.433
C -0.543 1.060 -1.430
*
```

This record from the OMol25 dataset describes a single C20H15N3O4S molecule. The level of theory is ωB97M-V with the def2-TZVPD basis set.

Kohn-Sham gap	8.15	eV
HOMO	-8.86	eV
SMILES	CC(C)c1nnc(N2C(=O)c3oc4ccccc4c(=O)c3[C@H]2c2ccco2)s1
DFT total energy	-1634.42151	hartree

Geometry as ORCA input:
```
! wB97M-V def2-TZVPD RIJCOSX def2/J DEFGRID3
* xyz 0 1
H -5.512 -3.760 0.442
C -6.068 -4.238 -1.561
C -5.331 -3.620 -0.611
C -0.798 -0.960 1.056
N 2.109 2.114 -1.434
H 4.103 3.099 -0.678
C 2.193 2.317 -0.169
C 4.341 1.887 1.100
C -6.003 -3.836 -2.912
S 0.850 1.885 0.732
H 3.838 1.635 2.079
H 4.448 0.935 0.552
C -2.731 -0.451 -1.624
H -0.495 -0.060 3.087
C -4.437 -2.606 -0.991
C -1.772 0.573 -1.862
H 5.319 2.111 1.376
H -6.786 -4.375 -3.554
C -1.728 -0.036 0.427
N 0.955 1.487 -1.704
H 0.787 -3.755 1.067
C -5.143 -2.837 -3.321
C -2.806 -0.825 -0.396
C 0.225 1.258 -0.688
C 0.347 -2.830 1.355
O -1.934 1.544 -2.537
H -6.753 -5.017 -1.087
H -5.278 -2.329 -4.306
H -2.208 0.658 1.191
C -3.796 -1.794 0.028
O -4.093 -1.920 1.234
H 2.638 4.726 0.349
H 0.693 -2.562 3.542
C 3.227 4.138 0.986
H 2.671 3.855 1.925
C -4.302 -2.200 -2.337
O -3.493 -1.086 -2.609
H 4.115 4.564 1.389
C -0.300 -0.880 2.321
C 0.378 -2.216 2.602
N -1.004 0.681 -0.712
O -0.429 -2.126 0.471
C 3.546 2.847 0.239
*
```

This record from the OMol25 dataset describes a single ClH3NO2P molecule. The level of theory is ωB97M-V with the def2-TZVPD basis set.

Kohn-Sham gap	10.06	eV
HOMO	-10.36	eV
SMILES	N=P(O)(O)Cl
DFT total energy	-1008.62247	hartree

Geometry as ORCA input:
```
! wB97M-V def2-TZVPD RIJCOSX def2/J DEFGRID3
* xyz 0 1
H -0.907 -1.766 -1.602
P -0.072 -0.114 -0.107
H 0.651 1.882 -0.506
O -0.302 0.263 1.389
N -0.876 -1.401 -0.603
H -0.723 -0.207 2.123
Cl 2.375 0.011 0.079
O -0.145 1.333 -0.772
*
```

This record from the OMol25 dataset describes 2 unconnected molecules or ions with the total composition C5H5N. The level of theory is ωB97M-V with the def2-TZVPD basis set.

Kohn-Sham gap (alpha / beta)	6.55 / 6.61	eV
HOMO (alpha / beta)	-7.16 / -7.34	eV
DFT total energy	-247.94822	hartree

Geometry as ORCA input:
```
! wB97M-V def2-TZVPD RIJCOSX def2/J DEFGRID3
* xyz 0 1
C 0.413 -1.886 -0.934
H 0.126 1.699 -0.494
H 1.358 0.627 -0.102
C 1.299 -1.423 -1.692
C -0.548 -0.126 0.346
N -1.642 -0.580 0.492
C 2.477 -1.021 -2.080
H -0.300 -2.633 -0.548
H 0.576 1.569 1.227
C 0.381 0.888 0.325
H -2.551 -0.227 0.972
*
```

This record from the OMol25 dataset describes a single C7H7N molecule. The level of theory is ωB97M-V with the def2-TZVPD basis set.

Kohn-Sham gap	8.34	eV
HOMO	-8.17	eV
SMILES	C#CC1=CC=C[C@@H]1N
DFT total energy	-325.54510	hartree

Geometry as ORCA input:
```
! wB97M-V def2-TZVPD RIJCOSX def2/J DEFGRID3
* xyz 0 1
C 0.436 -0.446 -0.024
C 3.049 -0.429 0.140
H 0.090 -2.482 -0.711
N -0.174 1.579 -0.708
C -1.808 -1.131 -0.164
H -2.586 -1.895 -0.176
H -2.573 0.771 0.714
C -1.819 0.154 0.378
C 1.858 -0.356 0.054
C -0.398 -1.515 -0.362
H -0.591 2.464 -0.533
C -0.395 0.634 0.459
H 4.119 -0.216 0.049
H 0.880 1.774 -0.508
H -0.089 1.093 1.391
*
```

This record from the OMol25 dataset describes a molecular structure, C22H20Br4CrN4O5P. The level of theory is ωB97M-V with the def2-TZVPD basis set.

Kohn-Sham gap (alpha / beta)	7.34 / 7.54	eV
HOMO (alpha / beta)	-7.81 / -7.87	eV
DFT total energy	-13127.64081	hartree

Geometry as ORCA input:
```
! wB97M-V def2-TZVPD RIJCOSX def2/J DEFGRID3
* xyz 0 2
C -4.435 -1.503 0.350
C 3.820 3.149 -0.212
C 0.617 -2.402 1.457
C 4.771 2.297 0.252
H -1.323 -0.667 -4.456
C 3.452 -1.110 2.234
O -2.051 -1.367 0.243
Br 1.237 4.061 -0.852
C 5.310 0.160 1.441
O 0.745 1.274 0.427
H -0.011 -3.516 -3.058
H 4.100 4.086 -0.672
N -2.094 1.217 0.417
H -5.346 3.291 0.734
H 5.526 -1.660 2.534
C -3.216 3.308 0.602
H -1.598 -2.847 -2.575
Br 6.597 2.772 0.054
C 1.871 -1.210 -2.403
H -3.117 4.382 0.667
H 0.000 0.266 2.883
C -2.051 2.526 0.485
N 2.583 -0.290 1.706
C 3.021 0.781 1.005
H -1.067 2.973 0.448
H 2.067 -1.627 -1.412
H 3.045 -1.953 2.785
O 0.511 -1.760 0.330
C -3.238 -0.819 0.340
C 2.457 2.810 -0.119
H 6.372 0.340 1.336
O 1.089 -3.509 1.617
H -0.337 -3.106 -1.348
C -5.665 -0.833 0.470
Cr -0.535 -0.150 0.290
H 0.057 -2.196 3.439
H 2.236 -0.181 -2.434
C -4.526 1.298 0.553
P 0.096 -1.172 -2.626
H -6.580 -1.408 0.480
N -0.505 -0.473 2.401
Br -4.398 -3.382 0.188
H 0.187 -1.423 -5.030
Br -7.398 1.381 0.740
H -1.452 -0.524 2.764
C 2.006 1.621 0.418
H 0.174 0.281 -4.501
C -0.242 -0.711 -4.324
H 2.367 -1.807 -3.168
O -0.550 -0.128 -1.731
C 4.398 1.087 0.888
C -4.440 2.707 0.640
C -0.525 -2.827 -2.385
N 0.163 -1.696 2.574
C -5.713 0.529 0.570
C 4.846 -0.939 2.101
C -3.312 0.598 0.442
*
```

This record from the OMol25 dataset describes 13 unconnected molecules or ions with the total composition C5H37NO14. The level of theory is ωB97M-V with the def2-TZVPD basis set.

Kohn-Sham gap (alpha / beta)	10.35 / 4.50	eV
HOMO (alpha / beta)	-13.14 / -13.14	eV
DFT total energy	-1320.42509	hartree

Geometry as ORCA input:
```
! wB97M-V def2-TZVPD RIJCOSX def2/J DEFGRID3
* xyz 1 2
H -0.884 4.530 -0.482
H -2.334 4.878 -0.678
H -0.789 -4.804 2.300
O -0.464 -4.140 2.914
H 1.457 0.356 2.567
O 2.887 2.878 0.618
H -1.620 1.108 2.914
H 0.062 -1.268 0.778
H -3.014 0.493 2.415
H -2.598 -4.041 -2.686
C -1.389 0.241 0.829
C -2.149 0.995 1.954
H 0.909 1.659 1.437
H 1.364 0.902 -2.224
H 3.113 -4.030 1.686
H 1.713 -1.718 0.522
C -0.149 -0.400 1.430
O 1.058 1.739 -2.590
C 2.171 0.211 0.555
H 1.915 -1.308 -3.895
O -2.601 -2.483 2.494
H 0.878 4.383 0.257
H -2.195 -3.973 -1.202
H -1.778 0.722 -2.395
H -2.520 -1.516 0.858
H 0.725 -1.091 -2.984
H -2.955 -1.804 3.100
H -0.362 -2.635 -2.147
H -1.744 2.703 1.223
C 1.052 0.555 1.560
O 0.368 3.573 0.328
H -1.873 -3.044 2.849
H 3.697 3.390 0.755
H 0.985 2.842 0.288
H 0.226 -3.704 2.401
H 3.125 0.714 0.909
H 1.992 0.583 -0.464
H 2.052 -3.973 0.547
O -1.484 5.002 -1.106
H -0.979 -1.615 -1.190
H -2.935 -0.355 -0.293
O 2.456 -1.144 0.773
O 2.184 -4.118 1.481
O 3.343 2.824 -1.868
O -2.664 0.326 -2.332
O -0.155 -1.839 -1.655
O -1.897 -4.263 -2.068
H 3.121 2.622 -0.358
N -2.172 -0.865 0.147
H 3.311 3.677 -2.307
H -3.233 1.088 -2.492
O 1.364 -0.613 -3.538
H -0.189 -1.022 2.339
H -1.230 0.931 -0.008
H 2.819 2.147 -2.424
O -2.541 2.256 1.532
H 0.547 1.440 -3.371
*
```

Among the records above, which one has the lowest DFT total energy?
C22H20Br4CrN4O5P

The lowest DFT total energy belongs to which entry?
C22H20Br4CrN4O5P

Which formula does entry 5 have?
C5H5N